[1]
# C2H9NO

2 unconnected molecules or ions with the total composition C2H9NO at a distorted geometry (the ωB97M-V functional and the def2-TZVPD basis, OMol25).

For the HOMO-LUMO gap, the calculation gives 10.5 eV. As for the SMILES: CCN.O. The HOMO energy comes out at -0.3527 Ha.

Each line ends with the natural charge from an NBO analysis.
Geometry (Å):
H 0.72275 -1.16595 0.61950  0.345
H 1.46135 2.65874 1.50148  0.462
N 0.67171 -0.22967 0.22515  -0.818
C -1.09138 -1.74801 -0.60748  -0.621
H -0.76638 -2.37505 0.18819  0.197
H 2.14364 3.04130 0.15639  0.478
H -2.20792 -1.81465 -0.65922  0.219
H -0.36874 0.19392 -1.38498  0.184
O 1.56534 3.37230 0.92190  -0.939
H -0.70705 -2.18167 -1.60672  0.208
H 0.51367 0.43352 1.04267  0.348
H -1.38132 0.14967 0.06072  0.167
C -0.55567 -0.33444 -0.45760  -0.230


[2]
# C26H65N13O13

13 unconnected molecules or ions with the total composition C26H65N13O13 at a distorted geometry (the ωB97M-V functional and the def2-TZVPD basis, OMol25).

For the HOMO-LUMO gap, the calculation gives 8.7 eV. The HOMO energy comes out at -0.3245 Ha.

Each line ends with the Mulliken charge.
Geometry (Å):
H 3.95734 4.58730 4.86977  0.189
C 3.67161 3.95139 2.98468  0.401
C 5.23567 -0.35293 1.00035  -0.844
N -3.42808 0.36294 -3.89448  -0.377
H 2.10331 6.02402 -2.06236  0.333
C -1.37239 2.47590 3.55029  0.267
H -1.69043 -3.00342 2.65647  0.163
N -0.19351 -5.80869 -3.79128  -0.388
O -4.30104 -0.43941 2.19240  -0.632
C -4.34089 4.59015 -0.07978  -1.086
H -1.09146 -6.24619 -3.64167  0.190
H 4.91818 5.48786 3.64542  0.257
N -4.16214 -5.36961 -1.71910  -0.373
H 1.83834 3.17559 3.84746  0.453
N -4.92952 1.72976 2.35317  -0.235
H 3.25690 2.16642 4.23593  0.485
C 3.34670 0.70881 -2.67986  -0.914
H -0.91775 0.47689 2.96329  -0.137
H 0.07382 -1.54212 0.72760  -0.875
H -1.58098 3.75730 -1.63054  0.165
H -0.32201 2.89031 1.83269  0.033
H -2.63868 -2.62326 4.12388  0.190
O -2.12676 3.02032 4.32647  -0.728
H -3.04598 1.72963 0.63214  -0.408
O 4.26761 -0.04422 3.09449  -0.754
H -1.14967 -4.70482 -1.63925  0.386
C -2.91260 4.52285 -0.38648  0.714
H 2.67126 -0.92254 -4.39564  0.239
H -4.01353 -5.88036 -2.57768  0.228
N 2.00715 -3.64671 0.52597  0.472
H -1.99246 1.98504 -5.34005  0.408
N 2.00170 3.16521 -0.20709  0.341
H -4.71662 5.58655 -0.31243  0.405
H -4.85142 2.65645 1.95914  0.080
H -4.59709 1.36405 -0.26286  0.404
H 1.11507 -3.92285 0.91073  0.109
C 2.79070 2.79559 3.47771  -0.616
H -3.86293 -3.96886 0.54693  0.366
H 0.60524 -2.45000 2.65610  -0.723
C 0.24567 -4.61536 -3.35794  0.362
O 1.29121 -4.15600 -3.88610  -0.750
H 3.19797 4.75607 -2.58386  0.291
C 1.65982 3.91861 -1.23025  0.645
O -1.45985 -0.22861 -3.11945  -0.764
H 0.36173 1.05902 3.85726  0.164
H -1.13885 0.62265 4.70685  0.399
N 4.21197 4.82027 3.92057  -0.416
H -3.21883 3.68883 -2.15557  0.212
C -4.45438 -4.08442 -1.61472  0.638
H -4.48916 4.29851 0.95996  0.062
C 0.67039 -2.04015 3.66400  1.227
H 5.45948 0.68111 0.73809  0.181
H -0.09906 2.11082 -1.07059  -0.785
H 2.87981 -0.96355 0.36596  0.078
C -4.33149 -3.35723 -0.22409  -0.665
C 0.09900 0.38893 -0.10586  0.117
C -1.38575 1.11303 -5.09591  -1.063
H -3.57775 -2.57432 -0.14029  -0.151
H -5.43700 1.53674 3.20481  0.246
H 4.43210 0.80239 -2.64477  0.333
H 1.35193 2.43739 0.05400  -0.678
C -0.13396 -1.07952 -0.23724  1.072
H 2.09097 -2.22617 -3.33535  0.041
O -2.12964 5.21816 0.27025  -0.680
N 2.98520 -0.92240 1.36961  0.620
H 4.32736 -5.24198 -0.74909  0.350
H -0.93802 -3.08651 -2.41368  -0.080
C 2.87576 -4.65736 0.48766  0.555
O 2.92277 -1.22116 -1.32729  -0.329
H 0.28421 -6.05059 -4.64765  0.276
H -4.40260 -5.87770 -0.87998  0.225
H -5.01010 3.99884 -0.70477  0.351
C 4.17634 -4.30293 -0.21667  -0.749
H -1.23056 0.50349 -5.98612  0.293
O 0.52834 0.72578 0.94644  0.246
C -4.43560 0.65696 1.68065  0.309
O -4.43659 -3.37180 -2.59987  -0.620
C -0.72639 1.11487 3.82612  -0.159
H -0.40536 0.66948 -1.98328  0.030
H 2.86001 3.25677 0.31733  0.106
H -3.82288 -0.16003 -3.12589  0.213
N -1.77467 -2.65851 3.60201  -0.256
H -0.41343 1.45785 -4.74407  0.195
C 2.95949 -0.72111 -2.41721  0.443
H 5.01139 -4.03547 0.43083  0.212
O 2.55565 -5.74027 0.98460  -0.741
H 3.99022 -3.53742 -0.96995  0.145
O -0.86502 -2.20179 5.50171  -0.645
C -0.72529 -2.33654 4.32262  0.317
N -1.11693 3.12380 2.41034  -0.087
H 0.76256 -0.96073 3.54378  -0.724
H 2.85270 1.17646 -3.53155  0.485
C 2.55569 5.07820 -1.76422  -1.318
H -1.18638 -1.31535 -0.39506  0.534
N -2.56249 3.78738 -1.39426  -0.032
O 3.75485 4.16470 1.81771  -0.642
C -0.45282 -4.01658 -2.11761  0.621
H 4.90016 -0.87380 0.10356  0.092
H 2.16215 -0.96553 1.95341  -0.455
H -5.28758 -2.96742 0.12524  0.373
N 2.50845 -1.31805 -3.48067  -0.194
H -3.86507 1.19804 -4.25746  0.221
H 2.92427 1.37360 -1.92640  -0.186
H -1.58462 4.01382 2.31428  0.151
H 1.47331 -2.53475 4.21063  0.430
H 6.03233 -0.94349 1.45275  0.306
H 2.19735 -2.79394 0.01931  -0.445
H 3.21931 5.33315 -0.93796  0.346
H 2.51283 2.16177 2.63559  -0.259
H 0.45297 -1.48620 -1.06079  -0.451
C -2.08681 0.31904 -4.04306  0.741
H -3.26835 0.08119 0.04710  -0.626
C 4.09499 -0.42997 1.89268  0.826
O 0.49515 3.84215 -1.60469  -0.675
C -3.79302 0.98182 0.36600  0.853
N 0.01858 1.11384 -1.18145  1.106
H 0.27695 -3.81565 -1.33329  -0.607


[3]
# C4H7BN2

A single C4H7BN2 molecule at a distorted geometry (the ωB97M-V functional and the def2-TZVPD basis, OMol25).

For the HOMO-LUMO gap, the calculation gives 8.3 eV. As for the SMILES: NB1C=CC=CN1. The HOMO energy comes out at -0.2841 Ha.

Each line ends with the natural charge from an NBO analysis.
Geometry (Å):
H 1.71110 -1.39794 -0.29038  0.396
H 2.54906 0.35021 0.86915  0.200
C 1.51432 0.44222 0.45557  0.036
H 1.11381 2.28116 1.51547  0.211
H -1.39716 2.22633 0.92469  0.204
H -1.57156 -1.85021 -1.91876  0.403
H -2.36217 0.43668 0.08143  0.209
C -1.30465 0.40237 0.05683  -0.527
C -0.78949 1.36955 0.79809  -0.151
N 0.97637 -0.65913 -0.17015  -0.772
H 0.11906 -2.36813 -1.58100  0.385
N -0.76119 -1.87234 -1.27252  -1.063
B -0.45849 -0.74350 -0.52331  0.804
C 0.66100 1.38276 1.05489  -0.336


[4]
# C2H3NO2S

A single C2H3NO2S molecule at a distorted geometry (the ωB97M-V functional and the def2-TZVPD basis, OMol25).

For the HOMO-LUMO gap, the calculation gives 12.1 eV. As for the SMILES: N#CC[SH](=O)=O. The HOMO energy comes out at -0.4407 Ha.

Each line ends with the natural charge from an NBO analysis.
Geometry (Å):
H 1.88956 -1.03143 -0.04825  -0.037
N -2.60055 0.67033 0.03717  -0.301
O 0.07575 -1.47803 -1.27158  -0.900
S 0.53898 -0.93277 -0.03520  2.058
H 0.60476 1.33859 0.87174  0.260
C -1.46779 0.68988 -0.00648  0.231
H 0.44650 1.40536 -0.80683  0.262
O 0.24343 -1.48762 1.21920  -0.919
C 0.26936 0.82569 0.04021  -0.655


> Among the records above, which one has the lowest HOMO energy?

C2H3NO2S


Repeat the fourth record exactly.
# C2H3NO2S

A single C2H3NO2S molecule at a distorted geometry (the ωB97M-V functional and the def2-TZVPD basis, OMol25).

For the HOMO-LUMO gap, the calculation gives 12.1 eV. As for the SMILES: N#CC[SH](=O)=O. The HOMO energy comes out at -0.4407 Ha.

Each line ends with the natural charge from an NBO analysis.
Geometry (Å):
H 1.88956 -1.03143 -0.04825  -0.037
N -2.60055 0.67033 0.03717  -0.301
O 0.07575 -1.47803 -1.27158  -0.900
S 0.53898 -0.93277 -0.03520  2.058
H 0.60476 1.33859 0.87174  0.260
C -1.46779 0.68988 -0.00648  0.231
H 0.44650 1.40536 -0.80683  0.262
O 0.24343 -1.48762 1.21920  -0.919
C 0.26936 0.82569 0.04021  -0.655


> Look up the HOMO energy of the first one.

-0.3527 Ha